Here is C9H12N5O2V as an isolated structure from the Open Molecules 2025 dataset. Energies are from wB97M-V/def2-TZVPD.

XYZ file:
```
29
Properties=species:S:1:pos:R:3:forces:R:3:mulliken_charge:R:1
V -0.14838 -0.57813 1.11966 0.682 1.323 -0.845 1.79
N 0.33218 0.21525 2.97649 -0.097 0.358 -0.028 -0.50
C -0.25747 1.63357 2.98375 0.008 -0.360 0.135 -0.65
C 0.45041 2.65966 2.10676 0.059 -0.291 0.221 -0.31
C 0.39319 2.50339 0.62717 0.106 1.161 0.345 0.45
O 0.43071 3.09705 -0.33270 -0.020 -0.105 -0.236 -0.13
O 0.27320 0.79814 0.35657 -0.772 -2.048 0.439 -0.54
H -0.07537 -0.28352 3.77431 0.030 0.005 0.013 0.39
H 1.33296 0.25870 3.18558 -0.008 -0.027 -0.019 0.34
H -0.22023 1.98910 4.01345 -0.009 0.083 -0.015 0.44
H -1.31626 1.54842 2.72500 -0.004 0.033 -0.020 0.37
H 1.51076 2.76282 2.36581 0.022 0.002 -0.070 0.34
H -0.00377 3.63825 2.29806 0.028 0.029 -0.027 0.42
N 1.59104 -3.71266 -0.64601 0.142 0.070 0.096 -0.05
C 2.81434 -3.13368 -0.34827 -0.081 -0.192 -0.107 -0.57
C 2.55516 -1.99527 0.33670 -0.248 0.079 0.093 -0.29
N 1.17298 -1.87845 0.46363 0.398 -0.061 0.134 0.06
C 0.63268 -2.94450 -0.15230 -0.396 -0.023 -0.055 0.00
C -0.82407 -2.97644 -0.17548 0.362 0.050 0.059 0.17
N -1.42903 -1.90280 0.37212 -0.421 -0.208 -0.113 -0.08
C -2.80406 -2.09390 0.19621 0.265 0.196 0.098 -0.30
C -2.98787 -3.27627 -0.43201 0.169 -0.253 -0.120 -0.56
N -1.72712 -3.81293 -0.65582 -0.222 0.090 0.020 -0.05
H 1.47618 -4.58264 -1.15443 0.025 0.008 -0.008 0.24
H 3.74225 -3.58974 -0.65437 0.021 0.033 0.019 0.42
H 3.24262 -1.26916 0.73460 0.016 -0.004 -0.008 0.46
H -3.54102 -1.38426 0.53255 -0.005 0.000 -0.001 0.48
H -3.88113 -3.79439 -0.74235 -0.031 0.042 0.023 0.42
H -1.55689 -4.70538 -1.10659 -0.018 0.012 -0.023 0.24
```
Positions in Å, forces in eV/Å.

Summary:
LUMO (alpha / beta) = -13.308 / -12.697 eV
strongest force on any atom = 2.23 eV/Å
HOMO (alpha / beta) = -19.50 / -19.51 eV
<S²> = 0.76
relative energy (zero: lowest compared OMol25 entry of this formula, charge and spin) = 20.30 kcal/mol
total energy = -1717.392171 Ha
2S+1 = 2
HOMO-LUMO gap (alpha / beta) = 6.2 / 6.8 eV
charge = +3

Here is a 2-piece molecular cluster, C8H10BrF2IO overall from the Open Molecules 2025 dataset. Energies are from wB97M-V/def2-TZVPD.

XYZ file:
```
23
Properties=species:S:1:pos:R:3:forces:R:3:mulliken_charge:R:1
C 1.89054 1.55583 0.94117 1.334 0.856 1.942 -0.23
C 2.58870 1.88946 1.89904 -1.686 -1.625 -1.348 0.95
C 0.10247 -0.58433 1.05183 -0.141 -2.727 -2.621 -2.30
C 0.90456 -0.80287 -1.29793 -0.385 1.521 -0.139 -1.61
C -1.30167 0.41960 -0.74552 1.086 -0.393 -2.049 -1.57
C 0.99219 1.37410 -0.11275 -2.512 1.113 1.054 -1.48
C 3.40224 1.95120 3.10135 1.430 0.927 -0.269 0.60
C 0.12249 0.13086 -0.25405 0.608 -0.961 -1.183 2.38
O -0.82614 2.30933 1.33787 0.869 -0.890 -1.587 -0.62
F 3.89084 3.21633 3.19847 0.111 -0.212 0.069 -0.20
F 2.85403 1.69193 4.28709 -0.494 -0.375 -0.532 -0.18
Br 4.95055 0.73296 2.83403 -0.479 0.275 0.169 -0.13
I 1.14645 2.82534 -1.58991 -0.098 -0.442 0.156 0.21
H -0.45285 -1.53469 0.92544 0.749 0.230 0.097 0.45
H -0.35559 -0.09461 1.76839 -2.859 2.898 3.172 0.54
H 1.04621 -0.66837 1.46303 2.309 -1.106 0.476 0.62
H 1.95913 -0.65248 -1.15232 0.652 0.048 -0.196 0.42
H 0.75316 -1.84750 -1.20651 -0.587 -1.001 0.774 0.41
H 0.62500 -0.60272 -2.33802 0.205 0.491 0.199 0.37
H -1.17013 0.68903 -1.80473 -0.349 -0.523 -0.150 0.41
H -1.99907 -0.45045 -0.67489 0.659 0.871 0.236 0.35
H -1.60854 1.35378 -0.37355 -1.015 0.638 1.315 0.41
H -0.35541 2.78476 2.01430 0.592 0.388 0.416 0.19
```
Positions in Å, forces in eV/Å.

Summary:
LUMO (alpha / beta) = -2.411 / -2.410 eV
strongest force on any atom = 5.16 eV/Å
HOMO (alpha / beta) = -8.87 / -8.86 eV
relative energy (zero: lowest compared OMol25 entry of this formula, charge and spin) = 68.43 kcal/mol
total energy = -3457.280007 Ha
HOMO-LUMO gap (alpha / beta) = 6.5 / 6.4 eV
charge = 0

Here is the molecule C18H12FN7O2 from the Open Molecules 2025 dataset. Energies are from wB97M-V/def2-TZVPD.

XYZ file:
```
40
Properties=species:S:1:pos:R:3:forces:R:3:mulliken_charge:R:1
O 3.76884 4.09067 4.68889 0.528 1.341 1.625 -0.51
F -1.44312 -3.91796 -1.22818 0.066 -0.162 -0.110 -0.28
N 0.51535 3.69102 0.11940 0.673 1.428 1.336 -0.51
N 2.29614 4.87349 3.09872 -1.717 0.985 -2.329 -0.67
N -3.34839 -1.76990 0.80586 0.121 -0.422 -0.171 -0.36
N 2.09795 2.03247 1.12694 -0.300 0.149 -1.117 -0.71
N -0.33060 0.78457 -1.22691 -0.774 -0.980 -0.327 -1.08
O -3.96218 -2.41651 1.90989 1.531 0.870 0.295 -0.27
C 3.19293 4.00132 3.65511 1.696 -1.912 2.027 0.25
C 0.87773 4.56200 1.04478 -2.019 -1.611 -2.321 -0.34
C 1.83936 4.24588 2.04178 1.103 1.128 1.903 0.95
C -2.25116 -1.18053 1.24054 -1.739 -0.152 0.290 0.57
C 2.41273 2.94990 1.96557 -0.035 -3.867 -2.721 0.56
C 0.09201 1.28230 -0.09955 -0.139 -0.677 1.794 0.06
C -3.19561 -2.12353 2.99267 0.584 0.871 -0.278 -0.47
C -2.17183 -1.30740 2.63924 0.341 -0.841 1.001 -0.39
C -0.51217 0.58810 1.01557 1.322 1.906 0.045 -0.22
C -1.36917 -0.30564 0.49924 0.202 -0.247 -2.637 0.01
C 1.05652 -3.65554 -3.93877 -0.385 -0.074 0.803 -0.35
C 0.95308 -2.29759 -4.24620 -0.664 -0.458 0.531 -0.71
C 0.26279 -4.21168 -2.89199 -0.343 0.829 0.008 -0.59
C 0.01695 -1.52524 -3.53432 0.687 -0.091 -0.529 -0.14
C -0.69184 -3.41712 -2.21848 1.440 1.184 -1.221 0.35
C -0.79949 -2.03539 -2.53641 0.192 -0.734 -0.242 0.59
N 3.35811 2.81435 2.93722 -1.187 0.669 -0.789 -0.21
N -1.21997 -0.18696 -0.89044 -0.696 -0.524 0.361 0.98
C 1.14691 2.36316 0.00000 0.325 0.961 2.101 0.31
C -1.80107 -1.09750 -1.91697 0.209 0.538 -0.123 -1.22
H 0.30128 5.47517 1.10208 0.143 0.243 -0.118 0.44
H -3.35389 -2.44972 4.01766 -0.781 -0.392 -0.607 0.43
H -1.39797 -0.93834 3.30018 -0.177 -0.064 -0.152 0.32
H -0.31762 0.79731 2.05052 -0.050 0.007 0.124 0.36
H 1.78695 -4.26779 -4.48875 -0.482 0.160 0.463 0.34
H 1.57064 -1.88117 -5.03839 -0.190 0.071 0.222 0.38
H 0.38598 -5.23080 -2.54468 -0.013 -0.034 -0.268 0.40
H -0.08367 -0.46299 -3.74038 0.070 -0.129 -0.090 0.35
H 3.52479 1.94711 3.42887 0.197 0.176 -0.177 0.30
H 1.68299 2.38611 -0.95578 0.196 -0.042 0.207 0.30
H -2.31761 -0.50662 -2.69421 0.557 -0.009 0.327 0.35
H -2.57266 -1.69898 -1.49031 -0.497 -0.096 0.865 0.45
```
Positions in Å, forces in eV/Å.

Summary:
LUMO = -1.784 eV
strongest force on any atom = 4.73 eV/Å
HOMO = -9.37 eV
relative energy (zero: lowest compared OMol25 entry of this formula, charge and spin) = 0.84 kcal/mol
total energy = -1326.667392 Ha
SMILES = O=C1N=C2C=N[C@H](c3cc(-c4ccon4)n(Cc4ccccc4F)n3)N=C2N1
HOMO-LUMO gap = 7.6 eV
charge = 0

> The highest strongest force on any atom belongs to which entry?

C8H10BrF2IO